ORCA calculation (wB97M-V/def2-TZVPD) on a structure of composition C19H28ClCrO6.

Structure (XYZ):
```
55
Properties=species:S:1:pos:R:3:lowdin_spin:R:1
H 2.27044 -0.67261 1.62629 0.01
C 1.55497 -1.03983 -6.41504 0.00
H 1.25977 2.17999 -5.26301 0.00
H -0.54244 2.20154 -4.99089 0.00
C 0.40211 -2.50521 3.77020 0.01
H 0.89999 1.21017 -7.42993 0.00
H -0.23705 -3.33627 4.07534 0.00
H 1.40166 -1.92271 5.70342 0.01
H 1.37284 -1.40621 -7.43103 0.00
H -2.45811 -1.20179 5.21677 0.00
H 0.00972 0.28784 -2.59248 0.00
Cl 0.15358 0.30687 6.85985 0.01
O -0.87626 1.17097 7.40101 0.00
H -1.32872 0.99668 -1.61479 0.00
C 0.32097 1.60329 -5.32124 0.00
C 0.29876 -0.33038 -5.93564 0.00
H -0.25786 2.52232 0.72064 0.00
C 0.70631 -2.11039 2.41212 0.01
C -0.01679 -0.26068 -0.47047 0.00
O -0.40553 -1.03738 6.60658 0.01
C 1.72846 -1.08587 2.47333 0.06
C -1.66868 1.45195 3.26268 0.02
C 0.55259 1.89924 0.30425 0.00
C -0.26096 0.71249 -1.62004 0.00
C -0.91432 -1.22841 -6.05392 0.00
O 0.59134 0.88634 5.51249 0.04
H -1.82393 -0.68814 -5.78181 0.00
Cr -0.22677 -0.44548 3.41574 3.59
C -2.30309 -0.78154 3.01000 0.00
H 0.80995 -0.95830 -0.68423 0.00
O 0.34326 0.53032 0.66736 0.02
H -0.76976 -2.10471 -5.41801 0.00
H -1.44241 2.50197 3.06068 0.00
H -0.89692 -0.87760 -0.21176 0.00
H 1.48941 2.20650 0.78825 0.00
H -0.87172 1.13057 -7.12291 0.00
H 2.42068 -0.37450 -6.46409 0.00
C -2.17674 -0.50382 4.42828 0.02
H 0.21323 2.89648 -1.63579 0.00
H -2.21050 0.60508 1.24017 0.01
H 2.80606 -0.16237 4.21351 0.00
C -2.01181 0.44352 2.30063 0.05
H 1.62264 1.76806 -1.54764 0.00
C 0.58175 1.94865 -1.22413 0.00
H 0.33965 -2.57724 1.49754 0.00
H -2.66101 -1.71444 2.56592 0.00
C 0.12123 0.99494 -6.70266 0.00
O 0.41084 0.30575 -4.63194 0.00
C 1.23620 -1.71946 4.65565 0.07
C -1.80560 0.88255 4.57377 0.04
H 1.76885 -1.90628 -5.78705 0.00
H -1.83888 1.46897 5.48486 0.00
H -1.00317 -1.56069 -7.09219 0.00
C 2.02509 -0.82921 3.85253 0.01
O 1.29668 0.22849 7.74283 0.00
```

Highest occupied orbital energy (spin up / spin down) ... -1.89 / -4.56 eV
Multiplicity ... 5
Net charge ... -1
E_LUMO (spin up / spin down) ... 1.948 / 1.948 eV
⟨S²⟩ ... 6.031
Orbital gap (spin up / spin down) ... 0.141 / 0.239 Ha

ORCA calculation (wB97M-V/def2-TZVPD) on a cluster of 2 separate species, C4H7FO in total.

Structure (XYZ):
```
13
Properties=species:S:1:pos:R:3:lowdin_charge:R:1
H -2.88724 -0.49500 0.11629 0.10
C -1.12888 -0.06512 -0.30615 -0.41
H 1.47238 0.30761 -1.42170 0.09
H 0.03915 -1.25764 0.92504 0.14
H -1.44084 -0.90047 -2.09093 0.15
C 1.09928 0.70379 0.77225 -0.13
H 1.48235 0.72543 1.73842 0.09
H 0.80228 1.66599 0.41084 0.10
C 0.19984 -0.37566 0.33749 -0.21
F -1.41847 1.24019 -0.27454 0.07
O -2.04251 -0.87008 0.35817 0.00
H 2.32876 -0.63034 -0.11946 0.09
C 1.49389 -0.04870 -0.44571 -0.07
```

Highest occupied orbital energy ... -8.97 eV
E_LUMO ... 0.186 eV
Orbital gap ... 0.337 Ha

ORCA calculation (wB97M-V/def2-TZVPD) on a cluster of 2 separate species, CH9N3 in total.

Structure (XYZ):
```
13
Properties=species:S:1:pos:R:3:lowdin_charge:R:1
N 1.30623 0.22365 1.91795 -0.05
H -1.29171 -0.55265 -5.14110 0.00
H -0.02933 0.47484 -4.72995 0.03
H 1.61025 0.05157 0.94816 0.08
N -0.58862 0.09292 -5.56150 -0.05
H -0.26068 -1.08835 1.42646 0.10
H 1.39303 1.02292 2.55057 0.07
H 0.57446 0.11712 3.79603 0.05
C -0.09611 -0.16600 2.03790 -0.41
H -0.26282 -1.35458 3.60091 0.07
H -0.82292 0.59390 1.45873 0.12
H -1.22223 0.91415 -5.79911 0.02
N -0.30954 -0.32949 3.49494 -0.03
```

Highest occupied orbital energy ... -9.23 eV
E_LUMO ... 0.882 eV
Orbital gap ... 0.371 Ha
SMILES ... NCN.N

ORCA calculation (wB97M-V/def2-TZVPD) on an isolated molecule of C7H6N2.

Structure (XYZ):
```
15
Properties=species:S:1:pos:R:3:lowdin_charge:R:1
N 1.77341 2.26694 0.09869 0.19
H -1.22759 0.04759 2.58725 0.09
H -1.97309 0.42510 -1.03951 0.09
C 1.67664 -1.26065 0.29877 -0.17
C -1.43723 0.05449 1.51058 0.10
C -0.24331 -0.04339 -1.97319 0.05
H 0.71120 -0.46716 -1.96556 0.04
C -1.01570 0.02249 -0.88943 -0.14
H -0.67411 0.02931 -2.97542 0.08
N 1.98608 -2.32830 -0.00817 0.18
C 0.89286 -0.08890 0.67134 -0.28
H 1.20480 0.07375 1.72376 0.17
C 1.41421 1.18611 0.23285 -0.21
C -0.62045 -0.20148 0.49409 -0.27
H -2.46771 0.28411 1.23394 0.08
```

Highest occupied orbital energy ... -9.90 eV
E_LUMO ... -0.020 eV
Orbital gap ... 0.363 Ha
SMILES ... C=CC(=C)C(C#N)C#N

Which M belongs to each record? In order, 439.9, 90.1, 63.1, 118.1 g/mol.
Which energy above the lowest of the compared OMol25 structures with the same formula, charge and spin belongs to each record? In order, 0.0, 108.5, 31.3, 64.3 kcal/mol.